Entry from the Open Molecules 2025 dataset: a 13-piece molecular cluster, C46H110O45P6 overall in a non-equilibrium geometry (ωB97M-V with the def2-TZVPD basis set).

Output
LUMO level: 0.40 eV
molar mass: 1569.18 g mol⁻¹
max |F|: 3.40 eV Å⁻¹
frontier orbital gap: 10.353 eV
energy: -197369.66729 eV

Geometry as XYZ:
```
207
C46H110O45P6 ωB97M-V with the def2-TZVPD basis set
C 4.239 2.572 0.141
C 3.261 3.450 -0.670
O 3.876 4.717 -1.168
C 3.932 5.715 -0.339
O 3.746 5.715 0.849
O 4.207 6.832 -1.027
C 4.140 8.074 -0.326
H 4.906 2.083 -0.574
H 3.626 1.817 0.666
H 4.718 3.215 0.854
H 2.397 3.802 -0.181
H 2.876 2.910 -1.546
H 4.004 8.830 -1.091
H 5.068 8.346 0.218
H 3.286 8.174 0.364
C -4.277 -1.704 -3.906
C -3.917 -0.199 -4.095
O -3.464 0.484 -2.905
C -4.475 0.802 -2.054
O -5.561 0.353 -2.210
O -4.133 1.631 -1.096
C -2.799 2.175 -1.140
H -4.903 -1.824 -3.056
H -3.387 -2.378 -3.877
H -4.886 -1.985 -4.755
H -4.820 0.329 -4.475
H -3.034 -0.033 -4.751
H -2.010 1.446 -1.056
H -2.760 2.737 -0.213
H -2.583 2.928 -1.919
C -2.588 3.784 3.416
C -2.176 2.486 4.026
O -1.049 1.910 3.313
C -0.323 0.987 4.019
O -0.393 0.806 5.200
O 0.492 0.400 3.089
C 1.288 -0.672 3.624
H -1.839 4.558 3.276
H -3.423 4.245 4.000
H -2.969 3.508 2.420
H -2.950 1.730 4.066
H -1.839 2.700 5.028
H 0.652 -1.517 3.599
H 1.736 -0.374 4.594
H 2.106 -0.745 2.938
C -2.261 5.244 6.697
C -0.798 4.885 7.083
O -0.143 4.477 5.881
C 1.129 4.155 5.872
O 1.906 4.270 6.800
O 1.468 3.690 4.593
C 2.865 3.613 4.349
H -2.970 5.536 7.488
H -2.690 4.375 6.247
H -2.269 5.933 5.836
H -0.772 4.074 7.772
H -0.302 5.674 7.585
H 3.452 3.319 5.222
H 3.281 4.548 3.962
H 3.020 2.853 3.551
C -3.650 -0.848 4.735
C -4.204 -2.297 4.570
O -3.783 -2.822 3.316
C -3.974 -4.054 2.944
O -3.626 -4.500 1.899
O -4.557 -4.792 3.890
C -4.560 -6.242 3.709
H -4.038 -0.120 4.038
H -2.563 -0.949 4.468
H -3.701 -0.533 5.759
H -5.246 -2.292 4.757
H -3.728 -3.020 5.285
H -3.688 -6.553 3.199
H -5.385 -6.552 3.059
H -4.685 -6.648 4.730
C 3.216 1.974 -5.416
C 3.003 3.322 -4.875
O 1.655 3.829 -4.992
C 0.611 3.238 -4.411
O 0.692 2.354 -3.615
O -0.487 3.815 -4.831
C -1.642 3.058 -4.507
H 2.798 1.944 -6.424
H 2.796 1.179 -4.750
H 4.234 1.755 -5.659
H 3.603 4.051 -5.442
H 3.349 3.434 -3.870
H -1.474 2.388 -3.695
H -1.974 2.585 -5.432
H -2.404 3.808 -4.259
C 5.302 -1.352 -1.911
C 5.862 -1.028 -3.270
O 6.934 -0.033 -3.238
C 6.537 1.219 -3.006
O 5.413 1.627 -2.825
O 7.614 1.999 -2.929
C 7.250 3.296 -2.624
H 5.005 -0.449 -1.348
H 6.038 -1.871 -1.257
H 4.416 -1.980 -2.062
H 5.156 -0.734 -4.046
H 6.396 -1.867 -3.729
H 6.709 3.761 -3.495
H 8.175 3.855 -2.551
H 6.584 3.424 -1.802
C -0.135 -5.101 0.153
O 0.540 -6.239 -0.313
P 1.859 -5.957 -1.155
O 2.037 -4.522 -1.419
O 1.887 -6.858 -2.434
C 1.448 -8.217 -2.388
O 2.960 -6.711 -0.204
C 2.870 -7.103 1.172
H 0.414 -4.417 0.819
H -1.014 -5.444 0.705
H -0.466 -4.478 -0.691
H 0.401 -8.253 -2.308
H 1.917 -8.630 -1.491
H 1.983 -8.682 -3.196
H 3.810 -7.544 1.400
H 2.207 -7.923 1.214
H 2.625 -6.308 1.901
C 8.095 -4.847 2.007
O 6.997 -3.963 1.800
P 5.506 -4.504 1.540
O 4.952 -5.215 2.670
O 5.577 -5.266 0.208
C 5.879 -4.859 -1.093
O 4.819 -3.159 1.249
C 3.414 -2.946 1.167
H 8.558 -4.561 2.946
H 8.803 -4.661 1.212
H 7.756 -5.860 2.093
H 5.109 -5.319 -1.760
H 6.872 -5.241 -1.352
H 5.691 -3.816 -1.265
H 2.924 -3.249 0.201
H 3.251 -1.916 1.423
H 2.964 -3.591 1.943
C -6.337 -2.118 0.110
O -7.282 -1.404 0.970
P -7.041 -0.266 1.969
O -6.253 -0.502 3.166
O -6.338 0.854 1.140
C -5.403 1.721 1.745
O -8.529 0.241 2.240
C -9.294 1.050 1.352
H -5.711 -2.789 0.681
H -5.845 -1.378 -0.536
H -7.009 -2.763 -0.475
H -4.479 1.492 1.224
H -5.399 1.572 2.797
H -5.686 2.679 1.433
H -10.127 1.415 1.946
H -9.660 0.392 0.546
H -8.647 1.845 0.970
C -4.116 -5.406 -4.849
O -2.838 -4.947 -4.442
P -2.054 -5.806 -3.322
O -1.754 -7.208 -3.600
O -0.822 -4.832 -3.288
C 0.055 -4.703 -4.443
O -2.691 -5.577 -1.941
C -3.053 -4.218 -1.501
H -4.787 -4.632 -4.458
H -4.432 -6.415 -4.505
H -4.041 -5.505 -5.920
H -0.340 -4.069 -5.287
H 0.375 -5.686 -4.857
H 0.823 -4.182 -3.903
H -2.258 -3.548 -1.853
H -3.298 -4.204 -0.444
H -4.044 -4.018 -1.983
C 1.273 6.636 -2.649
O 1.280 6.010 -1.324
P -0.116 5.483 -0.752
O -0.915 4.735 -1.742
O 0.314 4.684 0.506
C 0.777 5.306 1.772
O -0.736 6.866 -0.286
C -2.118 7.050 0.099
H 1.230 7.701 -2.460
H 0.461 6.295 -3.304
H 2.211 6.365 -3.108
H 1.693 5.981 1.582
H 0.939 4.416 2.353
H -0.049 5.839 2.214
H -2.794 6.592 -0.633
H -2.380 8.123 0.163
H -2.190 6.607 1.100
C 1.184 1.163 -0.072
O -0.035 0.396 -0.018
P -0.016 -1.196 -0.142
O 0.490 -1.982 0.964
O -1.596 -1.446 -0.276
C -2.438 -1.086 0.798
O 0.538 -1.499 -1.535
C -0.048 -0.980 -2.746
H 1.006 2.154 0.378
H 1.464 1.271 -1.136
H 1.973 0.572 0.405
H -2.099 -1.509 1.738
H -3.397 -1.416 0.449
H -2.488 -0.024 0.845
H -0.653 -1.773 -3.096
H 0.768 -0.768 -3.378
H -0.624 -0.138 -2.448
```